Record 1
Density functional theory data (the ωB97M-V functional and the def2-TZVPD basis) for an isolated molecule of CH3BO4 in a non-equilibrium geometry.

Atoms and positions in Å:
B 0.687 -0.043 0.114
C -1.849 -0.377 -0.241
O -2.216 0.483 0.407
O 1.902 -0.699 0.446
O 0.460 1.264 0.082
O -0.324 -0.915 -0.199
H -2.422 -1.112 -0.997
H 2.607 -0.472 -0.163
H 1.155 1.871 0.552

Atoms 1-6, force components in eV/Å:
0.79 -2.39 0.33
3.27 -4.75 -2.82
-1.14 2.07 1.49
-0.78 0.73 -0.34
1.93 3.62 1.40
-3.78 0.96 -0.34

Values from the calculation:
- E_HOMO (eV) = -10.91
- energy above the lowest of the compared OMol25 structures with the same formula, charge and spin (kcal per mole) = 29.6
- SMILES = O=COB(O)O
- frontier orbital gap (eV) = 11.28
- total energy (eV) = -9954.6010

Need the natural (NBO) charges? In units of e they are: atom 1 (B): 1.2575, atom 2 (C): 0.6850, atom 3 (O): -0.4682, atom 4 (O): -0.9225, atom 5 (O): -0.9078, atom 6 (O): -0.7970, atom 7 (H): 0.1551, atom 8 (H): 0.4874, atom 9 (H): 0.5105

=====

Record 2
Density functional theory data (the ωB97M-V functional and the def2-TZVPD basis) for an isolated molecule of CH3Br in a non-equilibrium geometry.

Atoms and positions in Å:
C 0.113 0.025 -0.002
Br -1.892 0.007 0.002
H 0.561 0.572 -0.874
H 0.554 0.385 0.974
H 0.664 -0.990 -0.100

Force components x, y, z for each atom (eV/Å):
6.87 -0.59 0.05
-4.44 -0.12 0.00
-0.63 -0.08 0.66
-0.68 -0.02 -0.80
-1.13 0.80 0.09

Values from the calculation:
- E_HOMO (spin up / spin down) (eV) = -5.25 / -10.99
- frontier orbital gap (spin up / spin down) (eV) = 6.37 / 7.07
- total energy (eV) = -71122.4442
- multiplicity = 3

Need the natural (NBO) charges? In units of e they are: atom 1 (C): -0.9944, atom 2 (Br): 0.3138, atom 3 (H): 0.2154, atom 4 (H): 0.2189, atom 5 (H): 0.2463

=====

Record 3
Density functional theory data (the ωB97M-V functional and the def2-TZVPD basis) for the ion CH3Br2ClP with charge +1 in a non-equilibrium geometry.

Atoms and positions in Å:
C -1.013 0.193 -0.219
P 0.748 0.016 0.022
Cl 1.250 0.793 2.055
Br 1.043 -2.218 0.342
Br 1.975 0.784 -1.645
H -1.184 -0.871 -0.372
H -1.369 0.874 -0.933
H -1.450 0.429 0.750

Atoms 1-6, force components in eV/Å:
0.61 -1.14 1.58
1.73 -0.36 2.34
-0.53 -0.87 -3.28
0.03 2.02 -0.43
-0.87 -0.54 1.50
-0.89 0.09 -0.63

Values from the calculation:
- E_HOMO (eV) = -15.94
- charge = +1
- energy above the lowest of the compared OMol25 structures with the same formula, charge and spin (kcal per mole) = 17.7
- frontier orbital gap (eV) = 9.25
- total energy (eV) = -162975.1188

Need the natural (NBO) charges? In units of e they are: atom 1 (C): -0.9931, atom 2 (P): 1.0856, atom 3 (Cl): -0.1189, atom 4 (Br): 0.0285, atom 5 (Br): 0.0980, atom 6 (H): 0.2911, atom 7 (H): 0.3019, atom 8 (H): 0.3070

=====

Record 4
Density functional theory data (the ωB97M-V functional and the def2-TZVPD basis) for a structure of composition CH3Br2P in a non-equilibrium geometry.

Atoms and positions in Å:
C 0.594 0.204 -0.356
P -0.396 1.591 0.321
Br 2.393 0.579 -0.086
Br -2.296 0.720 -0.203
H 0.206 -0.487 -1.126
H -0.517 -1.083 1.191
H -0.235 1.538 1.675

Atoms 1-6, force components in eV/Å:
-1.21 0.09 1.53
1.03 0.69 -2.60
0.38 -0.42 -0.24
-1.28 -0.29 0.27
0.61 0.59 0.43
0.56 0.16 -0.56

Values from the calculation:
- E_HOMO (spin up / spin down) (eV) = -9.32 / -8.40
- energy above the lowest of the compared OMol25 structures with the same formula, charge and spin (kcal per mole) = 131.3
- frontier orbital gap (spin up / spin down) (eV) = 8.51 / 7.70
- total energy (eV) = -150455.0309

Need the natural (NBO) charges? In units of e they are: atom 1 (C): -0.6659, atom 2 (P): 0.5184, atom 3 (Br): 0.1206, atom 4 (Br): -0.1831, atom 5 (H): 0.2421, atom 6 (H): -0.0061, atom 7 (H): -0.0259